Entry 1:
Below is one molecule with the formula C17H21N5O3 in a non-equilibrium geometry, with properties calculated with ωB97M-V/def2-TZVPD.

The geometry in ORCA input format:
```
! RIJCOSX wB97M-V def2-TZVPD def2/J DEFGRID3
* xyz 0 1
C 3.0257 2.7435 -4.1776
O 3.2689 1.7924 -3.1133
C 2.1415 1.7409 -2.1583
C 2.4145 0.7317 -1.0224
N 1.2318 0.1131 -0.5564
C 0.3813 0.4868 0.4291
C -0.5837 -0.4055 0.7212
N -1.7269 -0.0525 1.4968
C -2.3334 -1.2658 1.4982
N -1.6698 -2.3345 0.9041
C -1.8108 -3.7623 1.2183
C -1.0544 -3.9587 2.5696
O -0.3371 -5.2376 2.6943
C 0.9937 -5.1938 2.0905
C -0.5186 -1.8771 0.3822
O 0.2650 -2.6732 -0.1330
C 0.3920 1.9303 0.8181
C 1.5011 2.8845 0.9766
C 1.0034 4.1241 1.5126
C 1.6967 5.2023 1.9293
C 0.9461 6.2144 2.5236
C -0.4022 5.9643 2.9042
N -1.0502 4.8020 2.5900
C -0.3746 3.9156 1.8074
N -0.7148 2.6572 1.3358
H 3.2309 3.6796 -3.7166
H 1.9643 2.7664 -4.4992
H 3.7059 2.5041 -5.0601
H 1.2620 1.2941 -2.5120
H 2.0001 2.7826 -1.8110
H 2.9446 1.2390 -0.2560
H 3.0173 -0.0383 -1.5180
H 1.0087 -0.8440 -0.8944
H -3.2937 -1.4779 2.0283
H -1.4027 -4.3209 0.4087
H -2.8326 -4.0507 1.2432
H -0.2749 -3.1867 2.6015
H -1.7112 -3.6779 3.4048
H 1.6392 -4.4699 2.5062
H 0.9494 -4.9989 1.0213
H 1.5828 -6.0973 2.1471
H 2.5416 2.9371 0.6239
H 2.7584 5.4436 1.7388
H 1.1817 7.2471 2.7683
H -0.9417 6.7451 3.4528
H -1.6730 2.3236 1.4234
*
```

As for the frontier orbital gap: 7.35 eV. Its structure (SMILES) is COCCN/C(=C1/N=CN(CCOC)C1=O)c1cc2cccnc2[nH]1. For the total energy, the calculation gives -1159.7847 hartree.



Entry 2:
Below is a 2-piece molecular cluster, C4H5NOS overall in a non-equilibrium geometry, with properties calculated with ωB97M-V/def2-TZVPD.

The geometry in ORCA input format:
```
! RIJCOSX wB97M-V def2-TZVPD def2/J DEFGRID3
* xyz 0 1
C 0.0314 -0.1430 0.4890
C -1.2614 1.2317 -0.8570
C 1.1470 -0.8522 -1.5134
C -0.2516 -0.1117 1.8639
N 0.7696 -0.6628 -0.3419
O -1.8537 1.7766 -0.0458
S -0.7827 0.9055 -2.2993
H 2.2450 -0.6094 -1.6924
H 0.6496 -1.4802 -2.3342
H -1.3294 0.2158 2.0851
H 0.4558 0.6545 2.2423
H 0.1806 -0.9249 2.4037
*
```

As for the frontier orbital gap: 8.34 eV. For the total energy, the calculation gives -683.4820 hartree.



Entry 3:
Below is a 2-piece molecular cluster, C9H16NS overall in a non-equilibrium geometry, with properties calculated with ωB97M-V/def2-TZVPD.

The geometry in ORCA input format:
```
! RIJCOSX wB97M-V def2-TZVPD def2/J DEFGRID3
* xyz 1 1
C 2.7481 -0.2154 0.0002
C -1.7284 -1.1367 0.3881
C -1.5876 1.2424 1.0264
C -0.2431 -1.4800 0.6680
C -0.1726 0.8507 1.4972
C -1.8408 0.2707 -0.1032
C 0.2963 -0.0689 0.3852
C 2.6425 -1.3538 -0.9450
C -0.1318 1.6167 -1.4890
N -0.5250 0.3819 -0.8334
S 3.8771 0.7117 0.5265
H -2.1202 -1.9334 -0.2522
H -2.2685 -1.2907 1.4162
H -2.3430 1.2376 1.8601
H -1.4392 2.1781 0.5479
H 0.0903 -1.6666 1.7045
H 0.0576 -2.2898 0.0075
H 0.4075 1.7561 1.7198
H -0.2383 0.1308 2.3781
H -2.5217 0.5556 -0.8922
H 3.5943 -1.9110 -1.1002
H 2.1633 -0.9896 -1.8127
H 1.9933 -2.0942 -0.4817
H 0.6985 2.0864 -0.8593
H 0.0818 1.5284 -2.5190
H -1.0100 2.3190 -1.2623
H -0.4803 -0.4359 -1.5756
*
```

As for the frontier orbital gap (alpha / beta): 7.83 / 7.84 eV. For the total energy, the calculation gives -805.0642 hartree.



Entry 4:
Below is a 2-piece molecular cluster, C4H14N3S overall in a non-equilibrium geometry, with properties calculated with ωB97M-V/def2-TZVPD.

The geometry in ORCA input format:
```
! RIJCOSX wB97M-V def2-TZVPD def2/J DEFGRID3
* xyz 1 1
C 2.4607 1.6291 0.7269
C 0.8184 3.3365 2.4519
S 2.5086 3.0694 1.8114
H 2.3533 2.0028 -0.2782
H 3.4342 1.1701 0.7682
H 1.6537 0.9105 0.8554
H 0.1326 2.5310 2.1630
H 0.3563 4.1963 1.9781
H 0.9823 3.3142 3.5202
C -2.0270 -2.6222 0.4504
C -1.5084 -2.1945 -1.9323
N -1.2684 -2.9171 -0.8237
N -2.7671 -2.0007 -2.2967
N -0.5533 -1.4191 -2.4638
H -0.7265 -3.7613 -0.7871
H -3.4117 -2.7681 -2.1624
H -3.0866 -1.2610 -2.9044
H -0.4177 -1.3414 -3.4647
H 0.3068 -1.2626 -1.9606
H -2.2828 -1.5992 0.5623
H -1.2848 -2.8923 1.1971
H -2.7920 -3.3883 0.5407
*
```

As for the frontier orbital gap: 6.50 eV. For the total energy, the calculation gives -722.9951 hartree.



Entry 5:
Below is C5H12N2O as an isolated structure in a non-equilibrium geometry, with properties calculated with ωB97M-V/def2-TZVPD.

The geometry in ORCA input format:
```
! RIJCOSX wB97M-V def2-TZVPD def2/J DEFGRID3
* xyz 0 1
C -1.3063 -0.1686 0.6429
C 0.1175 -1.0941 -0.3331
C -0.9414 -0.3366 2.0696
N -0.2643 -0.9873 -1.7203
O -1.4642 1.1145 0.1932
H -0.8004 1.6756 0.6180
H -2.1404 -0.7583 0.2709
H -1.2635 -1.0381 -1.8595
H 0.1810 -1.6864 -2.3023
H 1.1822 -1.3271 -0.2697
H -0.1904 -2.0333 0.1452
H 0.1264 -0.0225 2.1827
H -1.0761 -1.3660 2.3938
H -1.5271 0.3205 2.7130
C 1.5491 1.3828 -1.2607
C 1.4772 0.8244 0.0946
N 1.6834 0.9614 1.2435
H 2.3326 0.8794 -1.8270
H 0.6034 1.2033 -1.7780
H 1.7214 2.4565 -1.2168
*
```

As for the frontier orbital gap: 9.19 eV. For the total energy, the calculation gives -382.3432 hartree.



Entry 6:
Below is C18H40N5OOsP3 as an isolated structure in a non-equilibrium geometry, with properties calculated with ωB97M-V/def2-TZVPD.

The geometry in ORCA input format:
```
! RIJCOSX wB97M-V def2-TZVPD def2/J DEFGRID3
* xyz 4 5
Os 0.0494 -0.3796 -0.1321
P 0.3447 -2.4693 -0.6138
P 2.0725 0.0966 0.8024
P -2.1765 0.1659 -0.1952
H 1.0784 4.3901 0.3430
C 0.0756 4.5474 0.7491
C -0.2565 4.1447 1.9870
H 0.4640 3.7024 2.6899
C 1.6370 -2.7982 -1.8729
C 0.7681 -3.7598 0.6148
C -1.1621 -3.1190 -1.4184
C 2.0986 1.6329 1.7801
C 2.8064 -1.0986 1.9902
C 3.3779 0.2759 -0.4534
C -2.6402 1.8364 0.3962
C -3.3301 -0.8908 0.7955
C -2.8764 0.0706 -1.8818
H -0.6812 4.9189 0.0544
H -1.2866 4.2304 2.3593
H 1.1347 -3.0307 -2.8227
H 2.2488 -3.6601 -1.5649
H 2.2754 -1.9157 -2.0141
H 0.6605 -4.7476 0.1362
H 0.1099 -3.7182 1.4944
H 1.8092 -3.6487 0.9451
H -0.9462 -4.1224 -1.8134
H -1.4506 -2.4536 -2.2444
H -1.9922 -3.1788 -0.7014
H 3.1408 1.9265 1.9755
H 1.5799 1.4389 2.7315
H 1.5880 2.4572 1.2668
H 3.8694 -1.2483 1.7596
H 2.3011 -2.0671 1.9444
H 2.7261 -0.7126 3.0132
H 4.1974 0.8911 -0.0699
H 2.9539 0.7530 -1.3421
H 3.7646 -0.7080 -0.7359
H -3.4786 2.2168 -0.2042
H -1.7978 2.5336 0.3237
H -2.9388 1.7704 1.4510
H -4.3500 -0.7612 0.4174
H -3.2964 -0.5851 1.8474
H -3.0584 -1.9477 0.7199
H -3.6733 0.8186 -1.9799
H -3.2797 -0.9321 -2.0691
H -2.1028 0.2900 -2.6276
C 0.5526 0.8002 -3.0326
C 0.8585 0.3396 -4.3379
C 0.4075 1.0512 -5.4383
C -0.3217 2.2312 -5.2582
C -0.5885 2.7208 -3.9741
C -0.1115 2.0464 -2.8601
O 0.8498 0.0149 -2.0212
H -0.6419 -0.5690 1.6809
H 1.3942 -0.5951 -4.4193
H 0.6481 0.6871 -6.4391
H -0.7018 2.7707 -6.1292
H -1.1412 3.6500 -3.8389
H -0.2482 2.4326 -1.8505
N 0.1659 -0.3225 6.0285
N -0.0363 -0.7493 4.7134
N -0.6116 -1.9635 4.5247
C -0.7924 -1.9896 3.2020
N -0.4222 -0.8233 2.6740
N 0.0702 0.0011 3.6146
H 0.1396 0.6874 6.0539
H -0.5232 -0.7865 6.6157
H -1.3038 -2.7897 2.6606
*
```

As for the frontier orbital gap (alpha / beta): 6.23 / 4.04 eV. For the total energy, the calculation gives -2171.8301 hartree.



Entry 7:
Below is a 8-piece molecular cluster, C15H42O17 overall in a non-equilibrium geometry, with properties calculated with ωB97M-V/def2-TZVPD.

The geometry in ORCA input format:
```
! RIJCOSX wB97M-V def2-TZVPD def2/J DEFGRID3
* xyz -2 1
C 0.2806 0.0950 0.0015
O 0.1822 1.0169 -0.8285
O -0.7475 -0.3978 0.4928
O 1.3958 -0.4231 0.2005
C -2.8145 -2.8797 -3.2548
C -2.7564 -1.6363 -2.3980
O -1.3855 -1.3130 -2.2040
O -2.2403 -2.7113 -4.5125
H -3.8055 -3.2931 -3.4421
H -2.2657 -3.6898 -2.7744
H -3.3233 -1.7837 -1.4788
H -3.2729 -0.8398 -2.9337
H -1.3728 -0.8859 -1.3444
H -1.5098 -2.0970 -4.4093
C 0.3774 2.5337 -4.0245
C -1.0144 1.9047 -3.9170
O -1.7035 2.2988 -2.7468
O 1.2862 1.9588 -3.1246
H 0.3466 3.6085 -3.8458
H 0.7551 2.5113 -5.0467
H -1.0131 0.8173 -3.8422
H -1.6497 2.2289 -4.7412
H -1.2549 2.0644 -1.9311
H 0.8398 1.9002 -2.2768
C -1.2018 -3.2084 2.1671
C -2.5324 -3.0506 1.4245
O -2.9248 -1.6789 1.2723
O -0.1237 -2.8748 1.4220
H -1.1368 -4.2647 2.4283
H -1.1771 -2.7475 3.1546
H -3.3061 -3.6858 1.8558
H -2.3710 -3.6443 0.5247
H -2.1355 -1.2363 0.9520
H -0.2637 -1.9875 1.0832
C 0.4805 0.0205 3.7620
C 1.3138 1.2304 3.3372
O 2.4209 0.8606 2.5981
O -0.8158 0.1227 3.1996
H 0.3397 0.0366 4.8427
H 0.8847 -0.9411 3.4456
H 1.5516 1.7001 4.2916
H 0.7167 1.9528 2.7806
H 2.1983 0.5775 1.7082
H -0.7542 -0.0636 2.2599
C 3.2272 3.1219 -0.4477
C 4.0489 1.8002 -0.3574
O 3.3443 0.7757 -1.1508
O 2.0319 3.2054 0.2937
H 2.9591 3.2770 -1.4927
H 3.8286 3.9774 -0.1400
H 4.0995 1.4821 0.6840
H 5.0227 2.0616 -0.7714
H 2.5874 0.4754 -0.6424
H 1.5566 2.3826 0.1573
C -3.5643 3.3568 1.7631
C -2.4147 2.5931 0.9776
O -2.9932 1.3512 0.6351
O -3.7484 2.6275 2.9711
H -4.5229 3.3865 1.2452
H -3.2541 4.3923 1.9035
H -1.5080 2.5145 1.5775
H -2.1465 3.1468 0.0778
H -2.2667 0.7464 0.4683
H -3.8077 1.6789 2.8359
C 3.9186 -2.2402 0.8916
C 3.3544 -3.5182 0.1525
O 2.3577 -3.1146 -0.7653
O 3.0018 -1.7622 1.8098
H 4.1245 -1.3681 0.2710
H 4.8736 -2.4769 1.3606
H 3.0015 -4.2429 0.8862
H 4.2558 -3.8731 -0.3472
H 1.8193 -2.5087 -0.2508
H 2.3160 -1.3542 1.2761
*
```

As for the frontier orbital gap: 8.24 eV. For the total energy, the calculation gives -1875.8046 hartree.



Entry 8:
Below is C9H28N6Yb as an isolated structure, with properties calculated with ωB97M-V/def2-TZVPD.

The geometry in ORCA input format:
```
! RIJCOSX wB97M-V def2-TZVPD def2/J DEFGRID3
* xyz 3 2
Yb 0.1441 -0.4663 0.3834
N 0.4196 -2.4192 -1.1221
C 0.5007 -1.8290 -2.4951
C -0.6533 -0.8492 -2.7609
N -0.8536 0.1370 -1.6608
C -2.3099 0.2915 -1.3773
C -2.9040 -0.9281 -0.6609
N -2.2676 -1.1338 0.6766
C -0.2658 1.4564 -2.0178
C 1.2633 1.4175 -2.1136
N 1.8899 0.8821 -0.8590
H -0.3868 -3.0584 -1.1227
H 1.2238 -3.0539 -1.0405
H 1.4740 -1.3361 -2.5906
H 0.4587 -2.6097 -3.2637
H -0.4655 -0.3382 -3.7097
H -1.5698 -1.4219 -2.9026
H -2.4578 1.1777 -0.7486
H -2.8656 0.4525 -2.3090
H -3.9834 -0.7706 -0.5654
H -2.7679 -1.8374 -1.2535
H -2.7718 -0.5237 1.3303
H -2.5291 -2.0768 0.9889
H -0.6577 1.8024 -2.9830
H -0.5666 2.1951 -1.2632
H 1.5640 0.8094 -2.9666
H 1.6107 2.4342 -2.3233
H 2.7584 0.4036 -1.1312
H 2.2370 1.6987 -0.3432
N 1.2600 -1.2999 2.3996
C 2.0631 -0.1830 3.0034
C 1.1768 0.9128 3.5977
C 0.6983 1.9749 2.6090
N -0.4610 1.4886 1.7878
H 0.6671 -1.6546 3.1635
H 1.9248 -2.0722 2.2583
H 2.7267 0.2310 2.2315
H 2.6942 -0.5771 3.8037
H 1.7544 1.4225 4.3709
H 0.3175 0.4718 4.1169
H 1.5126 2.2724 1.9347
H 0.3979 2.8630 3.1753
H -0.7916 2.3169 1.2751
H -1.2087 1.3271 2.4779
*
```

As for the frontier orbital gap (alpha / beta): 11.55 / 9.17 eV. For the total energy, the calculation gives -1846.0923 hartree.



What is the formula in the eighth record?
C9H28N6Yb